(1)
The following is a DFT calculation (wB97M-V/def2-TZVPD) of a 2-piece molecular cluster, C2H6N3O overall.

Summary:
Energy above the lowest of the compared OMol25 structures with the same formula, charge and spin: 139.8 kJ/mol
LUMO (spin up / spin down): -3.552 / -9.548 eV
Charge: +1
Spin multiplicity: 3
E_tot: -8675.7396 eV
HOMO-LUMO gap (spin up / spin down): 10.1867 / 6.3172 eV

Last column: natural (NBO) charge in e.
Atoms and positions in Å:
C (-0.9949, 0.5062, -1.5223)  0.0072
N (0.6217, -1.3305, 1.5111)  -0.6140
N (-0.4893, 0.7541, 0.6233)  0.0983
H (-1.4817, 1.1550, -2.1648)  0.2455
H (0.7259, -0.9762, 2.4136)  0.4009
O (-1.4660, 0.4611, -0.0971)  -0.2260
N (0.3310, 0.8930, -1.4155)  -0.3028
C (0.5371, 1.0694, -0.1442)  0.1096
H (-1.0360, -0.4086, -1.9940)  0.2350
H (0.4573, -2.3909, 1.5938)  0.4232
H (1.3738, -1.1943, 0.8969)  0.3916
H (1.4211, 1.4617, 0.2992)  0.2314

(2)
The following is a DFT calculation (wB97M-V/def2-TZVPD) of an isolated ion of composition C5H15N2 and charge +1.

Summary:
Energy above the lowest of the compared OMol25 structures with the same formula, charge and spin: 293.6 kJ/mol
LUMO: -3.471 eV
Charge: +1
E_tot: -8399.6334 eV
HOMO-LUMO gap: 9.1238 eV
SMILES: CCN(C)CC[NH3+]

Last column: natural (NBO) charge in e.
Atoms and positions in Å:
H (-1.9043, -1.2828, -1.5142)  0.2174
H (1.2011, 0.4855, 1.9725)  0.2272
H (-3.2904, -0.9842, -0.5097)  0.2335
H (2.0976, 1.8268, -1.7736)  0.4480
C (0.5342, 0.7657, 1.1141)  -0.2698
H (-0.4417, 1.0968, 1.7267)  0.2429
H (-2.2847, 0.4733, -0.9236)  0.2081
H (-1.7562, -0.0742, 1.4460)  0.1905
H (2.0914, 0.2530, -0.8839)  0.4583
H (-1.4661, -1.8023, 1.0351)  0.2000
H (0.8795, 0.7926, -1.8944)  0.4544
C (-2.2643, -0.5890, -0.6871)  -0.6284
N (-0.0046, -0.3984, 0.3633)  -0.5176
C (-1.4663, -0.7352, 0.6371)  -0.2045
H (-0.0277, -2.3831, -0.1254)  0.2324
H (0.3436, 2.5846, -0.3534)  0.2297
C (1.0329, 1.8581, 0.0387)  -0.2021
H (1.7724, 2.4074, 0.5496)  0.2270
C (0.7231, -1.7261, 0.3517)  -0.4098
N (1.6379, 1.0835, -1.2454)  -0.7032
H (1.2245, -1.9238, 1.1861)  0.1993
H (1.3681, -1.7281, -0.5104)  0.1665

(3)
The following is a DFT calculation (wB97M-V/def2-TZVPD) of C11H9N2O4Se3TcTe as an isolated structure.

Summary:
Energy above the lowest of the compared OMol25 structures with the same formula, charge and spin: 129.5 kJ/mol
LUMO (spin up / spin down): -5.044 / -5.756 eV
Charge: +1
Spin multiplicity: 4
E_tot: -228246.3662 eV
HOMO-LUMO gap (spin up / spin down): 6.0810 / 5.4887 eV

Last column: natural (NBO) charge in e.
Atoms and positions in Å:
O (0.8609, 0.2610, -4.4454)  -0.4558
C (2.4302, -0.1353, -0.6908)  -0.1773
H (-1.1345, 0.7996, -4.4218)  0.1725
C (0.6496, -0.1886, -2.2594)  0.2980
H (0.3809, -0.7122, -0.2106)  0.1583
H (-2.4927, -0.8332, 3.9465)  0.2483
H (-4.9564, -0.7956, 2.8046)  0.2633
H (3.5554, 0.6358, -3.8117)  0.2484
Se (0.3096, 1.0607, 5.7272)  -0.0992
O (4.0726, -0.4663, 1.0135)  -0.5067
C (-4.0062, -0.6573, 2.3210)  -0.3180
C (-2.7472, -0.6824, 2.9124)  0.0363
N (-1.7902, -0.4807, 1.9960)  -0.3575
Se (-0.0164, 2.4501, 2.0473)  -0.3204
C (-0.4998, -0.0535, -4.1745)  0.2339
Tc (0.2571, -0.3027, 2.1856)  0.8610
C (3.3112, 0.2023, -1.7044)  -0.1386
C (-3.7699, -0.4245, 0.9831)  0.0288
Se (0.4058, -0.8876, 4.4603)  0.0073
N (-2.4443, -0.3256, 0.8225)  -0.3161
C (1.5347, 0.1721, -3.2709)  0.2612
C (1.0711, -0.3516, -0.9735)  -0.2672
H (-0.8016, -0.9289, -4.7521)  0.1773
C (2.9336, -0.2677, 0.7152)  0.7807
H (-4.4483, -0.3254, 0.1523)  0.2512
Te (0.7054, 3.0924, 4.2798)  0.6371
H (4.3549, 0.3429, -1.4603)  0.2500
O (-0.6067, -0.3415, -2.7723)  -0.5030
C (2.8707, 0.3669, -3.0196)  -0.2442
O (1.9675, -0.0946, 1.6384)  -0.6443
H (-1.9569, -0.1287, -0.0387)  0.4344

(4)
The following is a DFT calculation (wB97M-V/def2-TZVPD) of one molecule with the formula C9H8BrN.

Summary:
Energy above the lowest of the compared OMol25 structures with the same formula, charge and spin: 351.1 kJ/mol
LUMO (spin up / spin down): 0.232 / 0.232 eV
E_tot: -80990.6888 eV
HOMO-LUMO gap (spin up / spin down): 8.1950 / 8.1955 eV
SMILES: CN(C#CBr)c1ccccc1

Last column: natural (NBO) charge in e.
Atoms and positions in Å:
H (1.6624, -0.2294, -2.2770)  0.2039
H (-3.8445, -0.7428, 0.5629)  0.2173
N (1.3018, 0.0674, -0.1684)  -0.4311
C (2.0679, -0.4981, -1.2965)  -0.4132
C (-0.6343, 0.0361, 1.3251)  -0.2220
H (-2.8738, -0.9668, -1.6283)  0.2166
H (-0.0650, 0.2174, 2.1726)  0.2223
C (-0.8422, -0.4034, -1.0518)  -0.2452
H (-2.2840, -0.0918, 2.5076)  0.2187
C (-2.0462, -0.0914, 1.4749)  -0.1858
C (2.0017, 0.8771, 0.6060)  0.1506
C (2.4046, 2.2060, 0.7675)  -0.2636
H (1.9584, -1.6877, -1.3766)  0.2073
C (-0.0538, -0.1946, 0.0799)  0.1627
H (3.1436, -0.0921, -1.1303)  0.2496
C (-2.1764, -0.6272, -0.8484)  -0.1884
Br (3.4705, 3.3161, 1.8740)  0.1137
H (-0.4213, -0.5695, -1.9884)  0.2148
C (-2.7694, -0.5256, 0.3953)  -0.2282